Entry from the Open Molecules 2025 dataset: 16 unconnected molecules or ions with the total composition C18H68N16O16 at a distorted geometry (ωB97M-V/def2-TZVPD).

Last column: Mulliken charge in e.
Cartesian coordinates (Å):
O  4.59  -2.00  1.65  -0.74
O  0.68  -3.57  -0.69  -0.30
O  -0.96  3.57  -0.20  -0.63
O  0.35  -0.70  -0.47  3.26
O  3.85  3.00  -0.34  -0.34
O  -1.72  -1.28  -2.68  1.36
O  -1.01  1.31  -2.94  -0.50
O  -1.60  -3.03  3.74  -0.82
O  1.47  -0.92  -6.47  -0.78
O  -5.46  -0.02  -3.60  -0.71
O  5.11  -0.02  -1.69  -0.82
O  -0.57  0.04  3.71  -0.70
O  -2.91  -1.18  0.74  -0.46
O  3.32  0.55  3.33  -0.70
O  1.39  4.16  3.05  -0.70
O  -1.90  3.31  3.25  -0.55
N  0.75  -1.43  -4.33  0.14
N  3.16  -0.75  -0.59  0.17
N  -0.89  -4.14  1.62  -0.26
N  2.32  -1.83  2.41  0.09
N  0.45  2.55  4.40  -0.33
N  0.61  2.15  -4.41  -0.20
N  -3.73  0.85  -2.26  -0.19
N  -0.23  -2.15  2.05  1.44
N  -5.54  0.00  -1.25  -0.47
N  2.89  0.32  -2.41  -0.01
N  -4.42  -2.29  -0.66  -0.26
N  2.64  2.88  4.60  -0.56
N  -3.16  -3.55  0.38  -0.26
N  0.48  3.08  -2.39  -0.08
N  3.02  -3.69  1.50  -0.23
N  -0.51  -0.10  -5.42  -0.33
C  1.49  3.23  4.04  0.49
C  -1.06  -4.79  -1.65  -0.91
C  3.74  -0.06  -1.50  0.46
C  -4.94  0.34  -2.37  0.42
C  3.30  -2.50  1.81  0.27
C  4.25  1.02  2.40  -0.72
C  5.24  3.16  -0.35  -0.81
C  0.57  -0.83  -5.46  0.33
C  -3.17  3.40  3.89  -0.85
C  -2.49  -1.91  -3.62  -1.20
C  -0.10  0.45  0.22  1.35
C  -1.97  0.16  3.63  -0.22
C  0.10  2.12  -3.21  -0.03
C  -3.47  -2.31  0.16  0.28
C  -0.93  -3.10  2.49  0.24
C  0.38  -4.40  -1.73  -0.13
C  -1.07  4.84  0.40  -0.76
C  1.01  1.19  1.01  -0.69
H  0.26  1.32  -5.02  0.41
H  2.15  -0.76  -0.33  -0.74
H  -0.07  3.10  -1.53  0.24
H  -1.96  3.05  2.36  0.18
H  1.65  -3.40  -0.76  0.10
H  -2.46  0.70  4.47  0.32
H  -0.16  0.93  3.76  0.37
H  -1.30  -5.37  -0.73  0.34
H  -3.85  2.57  3.62  0.32
H  -1.21  0.08  -4.68  0.18
H  -2.26  -0.49  -2.43  -0.90
H  3.72  -4.25  1.06  0.29
H  -0.48  2.86  4.02  0.32
H  1.93  1.39  0.49  -0.17
H  0.94  -5.35  -1.69  0.40
H  2.52  -0.83  2.65  -0.18
H  -2.20  -2.95  -3.78  0.25
H  -1.40  -5.01  1.85  0.36
H  -0.92  0.11  -6.31  0.23
H  -2.39  -0.84  3.65  0.34
H  5.88  2.37  0.06  0.26
H  0.50  1.92  5.25  0.25
H  1.78  -1.81  -4.09  0.29
H  1.34  0.71  1.87  -0.29
H  3.52  3.22  -1.21  0.16
H  -3.56  -4.40  0.01  0.29
H  -0.41  5.55  -0.05  0.33
H  -3.24  0.98  -3.16  0.18
H  -5.22  0.33  -0.29  0.30
H  -3.14  3.34  4.96  0.37
H  5.18  1.26  2.93  0.35
H  -0.56  1.12  -0.58  -0.58
H  -1.80  -3.95  -1.69  -0.20
H  -4.91  -1.41  -0.93  0.21
H  4.24  0.52  1.44  0.23
H  -4.72  -3.12  -1.17  0.20
H  -0.40  -1.29  2.56  -0.47
H  -1.22  -5.36  -2.56  0.52
H  1.50  3.39  -2.30  0.13
H  1.34  -2.19  2.43  0.48
H  -0.41  -0.99  -0.99  -1.69
H  -6.57  -0.10  -1.35  0.28
H  -2.44  -1.36  -4.58  0.37
H  0.06  -1.39  -3.55  -0.23
H  -3.48  -1.86  -3.23  0.35
H  0.01  -2.01  1.00  -0.66
H  3.04  1.26  3.95  0.33
H  -3.34  1.00  -1.37  0.00
H  0.61  -3.89  -2.69  0.21
H  5.57  3.95  0.30  0.30
H  2.25  -4.31  1.91  0.20
H  0.64  2.14  1.36  0.40
H  -0.87  0.12  0.91  -0.10
H  -3.62  4.40  3.70  0.26
H  3.55  3.22  4.27  0.30
H  -1.57  3.00  0.27  0.14
H  -2.23  0.68  2.68  -0.20
H  3.89  2.02  2.17  0.32
H  -0.24  -4.00  0.84  0.14
H  -2.22  -3.70  0.94  0.06
H  -0.76  4.67  1.40  0.35
H  -2.13  5.21  0.28  0.26
H  2.69  2.19  5.30  0.26
H  3.81  -1.15  0.10  0.00
H  1.06  2.96  -4.87  0.22
H  3.20  1.06  -3.11  0.28
H  5.62  3.35  -1.34  0.38
H  1.89  0.34  -2.27  -0.24

Its total charge is 0. For the HOMO-LUMO gap, the calculation gives 7.995 eV. Its strongest force on any atom is 0.18192 Eh/bohr. The energy above the lowest of the compared OMol25 structures with the same formula, charge and spin is 2.1356 eV.